Density functional theory data (the ωB97M-V functional and the def2-TZVPD basis) for a cluster of 3 separate species, C47H34NO11P in total at a distorted geometry.

Element x y z (Å)
H: 7.820 1.645 2.828
C: 9.800 -3.743 -1.712
H: 10.303 -7.193 -1.772
O: -4.567 3.761 1.868
O: 10.728 -6.363 -1.484
H: 1.314 -4.472 -2.571
H: 2.245 -3.074 0.083
C: 4.803 0.245 -0.883
H: 4.641 0.164 -3.096
H: -7.490 -0.592 3.242
C: 6.187 -0.202 -0.665
H: 0.786 -4.782 -0.845
C: -6.977 0.951 1.836
C: 4.765 1.334 1.365
O: 2.451 -1.992 -1.729
H: 6.991 0.186 3.467
C: 1.109 -4.001 -1.580
P: 10.483 -5.201 -2.700
C: -1.879 1.917 0.337
C: -1.432 1.505 -0.915
H: -6.083 1.253 2.371
H: 4.208 1.931 2.120
H: 11.402 -3.951 -0.194
H: -9.507 -1.298 2.011
C: -3.066 2.643 0.448
C: 2.389 -3.238 -1.024
H: 0.105 1.194 3.929
H: -11.738 2.144 -4.886
H: -13.045 0.190 -4.106
O: 9.163 -5.719 -3.618
C: -10.388 2.100 -3.221
H: 3.048 1.376 -0.111
C: 6.810 1.186 2.972
C: -8.476 1.214 -0.029
C: -2.339 3.073 5.338
H: 8.067 -3.224 -3.063
C: -12.206 0.549 -3.521
H: 3.298 -3.881 -1.144
H: -9.815 2.951 -3.569
C: 8.187 -1.896 -1.280
H: 10.605 -2.032 1.291
O: -8.212 2.887 -1.655
C: -1.089 1.574 1.546
C: -3.369 2.509 -1.936
O: -11.125 -1.223 0.108
H: 3.047 0.460 -2.256
C: 6.888 0.117 0.607
C: 8.338 -0.350 0.805
C: -3.097 3.345 4.209
O: 9.131 0.174 1.565
N: 6.094 1.426 5.130
H: 0.305 -3.214 -1.631
C: -1.190 2.293 5.237
C: 8.621 -2.992 -2.131
C: 6.952 -1.037 -1.714
C: -10.445 -0.304 -0.308
H: -3.992 3.951 4.294
C: -11.869 -0.083 -2.334
C: -8.900 -0.486 1.631
H: -12.447 -0.935 -1.994
C: -3.530 3.130 1.770
C: 4.080 1.034 0.111
H: -3.951 2.735 -2.822
C: -3.815 2.927 -0.691
H: 4.061 -2.182 -3.131
C: -10.039 1.459 -2.035
H: -0.603 2.075 6.121
H: -1.819 1.490 -3.024
H: 4.478 -2.113 -1.387
C: -1.543 2.080 2.866
O: 6.650 -1.103 -2.891
C: 8.858 -1.535 -0.038
O: 5.998 2.001 3.855
C: -2.173 1.805 -2.049
C: 4.013 -0.102 -2.205
C: -9.253 0.156 0.448
H: -6.721 2.416 0.293
O: 7.123 1.663 5.641
C: -2.705 2.846 2.970
C: 10.498 -3.369 -0.479
O: -0.084 0.896 1.455
H: 9.098 -5.152 -4.411
H: -2.643 3.467 6.301
C: -7.765 -0.088 2.323
C: -11.470 1.646 -3.961
H: -0.505 0.952 -1.008
C: -10.788 0.372 -1.584
H: -4.744 3.479 -0.611
C: -0.793 1.797 4.004
C: 10.037 -2.286 0.370
C: -8.858 1.932 -1.270
C: 6.123 0.875 1.608
C: -7.335 1.604 0.665
C: 3.783 -1.680 -2.167

## Properties
* SMILES string: CCOCCc1ccc(CON=O)c2c1C(=O)c1cc(P(O)O)ccc1C2=O.O=C1c2ccccc2C(=O)c2ccccc21.O=C1c2ccccc2C(=O)c2ccccc21
* total energy: -82588.2365 eV
* HOMO-LUMO gap: 7.558 eV
* charge: 0

---

Density functional theory data (the ωB97M-V functional and the def2-TZVPD basis) for a structure of composition C5H9NO at a distorted geometry.

Element x y z (Å)
C: -0.181 0.723 0.496
C: -0.240 -0.307 1.585
H: -1.284 -0.533 1.814
O: 0.964 1.088 -0.052
H: -0.379 -1.482 -2.149
H: -1.307 -1.305 -0.656
C: 1.761 0.093 -0.512
H: 2.083 -0.646 0.224
C: -0.668 -0.772 -1.364
C: -1.174 1.754 0.469
H: 0.254 -1.237 1.295
H: 0.237 0.072 2.499
H: -1.216 0.049 -1.830
H: 2.555 0.495 -1.135
H: 0.632 -0.525 -1.099
N: -2.035 2.530 0.415

## Properties
* ΔE to the lowest compared entry with this formula, charge and spin: 534.61 kJ/mol
* total energy: -8863.6717 eV
* HOMO-LUMO gap (spin up / spin down): 7.692 / 7.690 eV
* charge: 0

---

Density functional theory data (the ωB97M-V functional and the def2-TZVPD basis) for a cluster of 3 separate species, C4H14NO2S in total.

Element x y z (Å)
H: -1.597 1.424 -0.286
H: 0.062 -0.362 -1.631
H: 0.964 1.210 -1.678
C: -1.171 1.374 -1.291
C: 2.195 -1.442 0.329
H: -1.648 0.814 2.531
S: -2.427 0.523 -2.326
H: 1.872 -1.963 1.229
C: 0.183 0.629 -1.187
H: 2.236 0.452 1.455
H: -0.097 -0.185 0.629
O: -1.738 1.248 3.389
H: -2.071 2.114 3.129
H: 2.571 0.589 -0.250
H: -2.599 -1.680 -0.658
H: 1.633 -1.787 -0.531
N: 0.575 0.459 0.229
H: -0.948 2.367 -1.677
H: -1.350 -1.893 -1.383
O: -1.849 -2.305 -0.662
H: 3.260 -1.651 0.170
C: 1.945 0.068 0.471

## Properties
* ΔE to the lowest compared entry with this formula, charge and spin: 64.53 kJ/mol
* total energy: -20796.2667 eV
* HOMO-LUMO gap: 6.422 eV
* charge: -1